1.
Entry from OMol25: a molecular structure, C32H21BrF5N3O4RuS4 (the ωB97M-V functional and the def2-TZVPD basis).

For the total energy, the calculation gives -6458.19738 Ha. As for the charge: -1. Its energy above the lowest of the compared OMol25 structures with the same formula, charge and spin is 70.5 kcal per mole. As for the gap between HOMO and LUMO (spin up / spin down): 6.13 / 7.34 eV. The HOMO energy (spin up / spin down) comes out at -5.32 / -5.31 eV. As for the spin multiplicity: 2.

Each line ends with the Löwdin spin population.
Positions of all 71 atoms, in Å:
Ru  -0.004  0.631  0.509  1.3362
Br  1.932  -1.248  3.512  0.0025
C  0.249  -0.394  3.769  0.0088
C  -0.112  0.010  5.041  0.0006
C  -1.391  0.520  5.206  0.0056
C  -2.263  0.518  4.131  -0.0005
C  -1.798  0.076  2.901  0.0091
N  -0.539  -0.319  2.710  0.0370
C  -2.775  -0.136  1.725  0.0006
O  -3.927  -0.419  2.028  0.0019
O  -2.275  -0.044  0.583  -0.0001
H  0.582  -0.080  5.861  0.0003
H  -1.705  0.871  6.177  0.0004
H  -3.292  0.834  4.204  0.0000
O  -0.101  -1.769  0.088  0.0132
S  0.192  -3.202  0.255  0.0042
C  0.317  -3.944  -1.470  0.0007
C  0.435  -2.867  -2.533  0.0001
C  -0.927  -2.382  -3.024  0.0001
C  -0.774  -1.311  -4.090  0.0027
S  -0.561  0.395  -3.316  0.0043
O  -0.143  0.163  -1.924  0.0216
C  -2.358  0.699  -3.324  -0.0002
C  -3.120  0.420  -2.209  -0.0001
C  -4.488  0.631  -2.244  0.0000
C  -5.082  1.123  -3.394  0.0000
C  -4.309  1.397  -4.515  0.0000
C  -2.942  1.184  -4.484  0.0000
C  1.982  -3.266  0.550  0.0002
C  2.739  -2.211  0.085  -0.0003
C  4.086  -2.141  0.381  -0.0009
C  4.665  -3.150  1.132  -0.0001
C  3.906  -4.222  1.578  0.0000
C  2.554  -4.283  1.289  0.0002
H  -0.570  -4.559  -1.617  0.0001
H  1.192  -4.589  -1.451  0.0001
H  1.017  -3.247  -3.379  0.0000
H  0.971  -2.011  -2.121  0.0000
H  -1.482  -1.976  -2.176  0.0000
H  -1.497  -3.225  -3.428  0.0000
H  -1.647  -1.249  -4.738  0.0003
H  0.108  -1.492  -4.705  0.0001
H  -2.648  0.067  -1.304  -0.0001
H  -5.075  0.416  -1.364  0.0000
H  -6.147  1.301  -3.419  0.0000
H  -4.777  1.781  -5.411  0.0000
H  -2.327  1.395  -5.348  0.0000
H  2.250  -1.421  -0.467  -0.0002
H  4.655  -1.282  0.063  -0.0011
H  5.711  -3.085  1.380  0.0000
H  4.362  -4.994  2.181  0.0000
H  1.942  -5.096  1.646  0.0000
S  2.608  0.971  0.155  -0.1164
C  2.740  1.555  1.764  -0.0184
S  1.296  2.178  2.457  -0.2329
C  3.931  1.528  2.471  -0.0035
C  4.029  2.018  3.779  -0.0058
N  4.159  2.418  4.850  -0.0027
C  5.115  0.992  1.955  -0.0024
N  6.110  0.564  1.564  -0.0012
F  0.899  2.946  -2.066  0.0001
C  0.230  3.542  -1.053  -0.0044
C  -0.491  2.765  -0.155  -0.0492
C  -1.165  3.476  0.832  -0.0068
F  -1.877  2.768  1.746  -0.0006
C  -1.134  4.859  0.951  -0.0014
F  -1.807  5.498  1.929  -0.0009
C  -0.386  5.595  0.036  0.0009
F  -0.324  6.940  0.128  0.0003
C  0.287  4.931  -0.982  -0.0014
F  0.986  5.639  -1.894  -0.0008



2.
Entry from OMol25: a molecular structure, C32H21BrF5N3O4RuS4 (the ωB97M-V functional and the def2-TZVPD basis).

For the total energy, the calculation gives -6458.19379 Ha. As for the charge: -1. Its energy above the lowest of the compared OMol25 structures with the same formula, charge and spin is 18.4 kcal per mole. As for the gap between HOMO and LUMO (spin up / spin down): 6.98 / 5.93 eV. The HOMO energy (spin up / spin down) comes out at -4.87 / -4.63 eV. As for the spin multiplicity: 6.

Each line ends with the Löwdin spin population.
Positions of all 71 atoms, in Å:
Ru  1.150  -0.084  0.496  3.7297
Br  2.526  -0.276  4.186  0.0063
C  2.246  -1.932  3.318  0.0076
C  2.488  -3.093  4.039  0.0024
C  2.286  -4.302  3.400  -0.0012
C  1.856  -4.311  2.083  0.0021
C  1.656  -3.096  1.454  0.0058
N  1.839  -1.925  2.069  0.0808
C  1.242  -3.026  -0.004  0.0170
O  0.821  -4.026  -0.556  0.0202
O  1.407  -1.874  -0.543  0.1401
H  2.832  -3.033  5.060  0.0005
H  2.468  -5.229  3.928  -0.0001
H  1.678  -5.215  1.522  0.0005
O  -1.063  -0.634  -0.812  0.0380
S  -1.719  -1.573  -1.783  0.0067
C  -2.620  -0.474  -2.925  0.0022
C  -1.893  0.849  -3.161  0.0002
C  -2.351  1.943  -2.201  0.0003
C  -1.469  3.190  -2.279  0.0046
S  -0.185  3.205  -0.972  0.0114
O  0.007  1.764  -0.644  0.0578
C  -1.209  3.894  0.319  0.0009
C  -2.075  3.093  1.048  0.0002
C  -2.868  3.675  2.023  0.0001
C  -2.789  5.040  2.266  0.0000
C  -1.907  5.828  1.542  0.0001
C  -1.105  5.253  0.566  0.0002
C  -0.505  -2.159  -2.953  0.0006
C  0.675  -1.474  -3.178  0.0007
C  1.603  -2.004  -4.060  0.0007
C  1.336  -3.197  -4.716  0.0000
C  0.146  -3.875  -4.485  0.0001
C  -0.777  -3.362  -3.586  0.0000
H  -3.612  -0.312  -2.498  0.0000
H  -2.732  -1.061  -3.837  0.0005
H  -2.073  1.177  -4.189  0.0000
H  -0.817  0.704  -3.063  0.0000
H  -2.337  1.543  -1.188  0.0000
H  -3.383  2.219  -2.434  0.0000
H  -2.031  4.115  -2.147  0.0007
H  -0.934  3.248  -3.228  0.0001
H  -2.089  2.024  0.879  0.0002
H  -3.534  3.058  2.610  0.0000
H  -3.402  5.486  3.036  0.0000
H  -1.825  6.886  1.751  0.0000
H  -0.392  5.850  0.014  0.0000
H  0.914  -0.573  -2.633  0.0007
H  2.550  -1.497  -4.188  0.0004
H  2.074  -3.619  -5.385  0.0000
H  -0.046  -4.821  -4.973  0.0000
H  -1.678  -3.913  -3.348  0.0000
S  2.926  1.421  0.761  0.4074
C  3.428  0.596  -0.748  0.0330
S  2.906  1.237  -2.218  0.1030
C  4.219  -0.542  -0.622  0.0436
C  4.690  -1.036  0.626  0.0095
N  5.090  -1.464  1.620  0.0121
C  4.596  -1.292  -1.776  0.0062
N  4.914  -1.895  -2.705  0.0236
F  0.661  2.418  2.733  0.0095
C  -0.179  1.397  3.017  0.0320
C  -0.210  0.269  2.225  0.1206
C  -1.102  -0.706  2.621  0.0321
F  -1.188  -1.874  1.944  0.0103
C  -1.930  -0.585  3.727  0.0025
F  -2.786  -1.561  4.080  0.0016
C  -1.866  0.570  4.489  0.0079
F  -2.657  0.715  5.566  0.0024
C  -0.979  1.572  4.136  0.0021
F  -0.917  2.687  4.882  0.0013



3.
Entry from OMol25: a molecular structure, C32H21F9FeN4O11P3 (the ωB97M-V functional and the def2-TZVPD basis).

For the total energy, the calculation gives -5465.75415 Ha. Its energy above the lowest of the compared OMol25 structures with the same formula, charge and spin is 0.0 kcal per mole. As for the gap between HOMO and LUMO (spin up / spin down): 8.22 / 7.58 eV. The HOMO energy (spin up / spin down) comes out at -9.70 / -9.85 eV. As for the spin multiplicity: 6.

Each line ends with the Löwdin spin population.
Positions of all 81 atoms, in Å:
Fe  -1.391  1.311  -0.497  4.2743
O  -0.985  6.818  1.289  0.0006
C  -0.097  6.108  1.964  0.0001
O  0.556  6.563  2.866  0.0003
C  0.111  4.691  1.540  0.0010
C  1.029  3.860  2.148  0.0048
N  0.976  2.679  1.518  0.0053
N  0.075  2.680  0.530  0.0467
C  -0.470  3.891  0.542  0.0038
C  -1.623  4.128  -0.381  0.0118
O  -2.146  5.229  -0.441  0.0142
O  -1.996  3.083  -1.041  0.1313
H  -1.405  6.293  0.560  0.0003
H  1.701  4.054  2.968  0.0006
H  1.482  1.833  1.742  0.0001
O  -4.463  0.944  -2.517  0.0028
P  -3.846  -0.055  -1.439  0.0140
O  -4.460  -1.377  -1.443  0.0080
O  -2.311  0.085  -1.659  0.1420
O  -4.059  0.805  -0.074  0.0063
P  -3.448  0.517  1.414  0.0128
O  -4.391  1.397  2.329  0.0057
O  -3.420  -0.885  1.814  0.0047
O  -2.070  1.243  1.316  0.1427
H  -5.351  0.669  -2.773  0.0002
H  -4.357  2.343  2.141  0.0002
F  3.675  -3.712  -4.841  0.0000
C  3.837  -4.017  -3.546  0.0000
F  5.125  -3.784  -3.236  0.0000
F  3.638  -5.339  -3.414  0.0000
C  2.914  -3.232  -2.654  -0.0002
C  2.048  -2.290  -3.175  -0.0001
C  1.221  -1.573  -2.317  0.0006
C  1.259  -1.798  -0.948  0.0117
C  2.115  -2.779  -0.440  0.0028
C  2.946  -3.485  -1.285  0.0008
P  0.069  -0.941  0.144  0.0588
C  -0.970  -2.344  0.661  0.0068
C  -0.827  -2.995  1.881  0.0034
C  -1.648  -4.064  2.197  0.0000
C  -2.613  -4.480  1.293  0.0020
C  -2.758  -3.843  0.071  -0.0004
C  -1.931  -2.780  -0.246  0.0027
C  -3.478  -5.666  1.619  0.0002
F  -2.922  -6.810  1.164  0.0002
F  -3.647  -5.820  2.942  0.0001
F  -4.693  -5.577  1.063  0.0001
C  1.036  -0.483  1.621  0.0029
C  0.347  -0.149  2.792  0.0027
C  1.022  0.399  3.868  -0.0006
C  2.390  0.634  3.783  0.0029
C  3.089  0.305  2.633  -0.0005
C  2.410  -0.250  1.553  0.0031
C  3.083  1.295  4.944  0.0003
F  2.677  2.574  5.074  0.0002
F  4.414  1.314  4.796  0.0000
F  2.810  0.676  6.101  0.0002
H  2.012  -2.116  -4.242  0.0000
H  0.522  -0.856  -2.727  0.0000
H  2.119  -2.999  0.621  0.0002
H  3.609  -4.244  -0.891  0.0001
H  -0.082  -2.679  2.599  0.0002
H  -1.546  -4.563  3.151  0.0000
H  -3.531  -4.150  -0.618  -0.0001
H  -2.060  -2.274  -1.192  0.0004
H  -0.726  -0.295  2.850  0.0001
H  0.480  0.662  4.767  -0.0001
H  4.154  0.482  2.573  -0.0001
H  2.963  -0.491  0.655  0.0001
N  2.747  3.025  -6.634  -0.0006
C  2.154  2.732  -5.696  -0.0001
C  1.412  2.358  -4.520  -0.0013
C  0.049  2.103  -4.599  0.0021
C  -0.622  1.740  -3.445  0.0022
N  -0.004  1.625  -2.267  0.0555
C  1.303  1.878  -2.195  0.0032
C  2.055  2.245  -3.293  0.0021
H  -0.481  2.188  -5.536  0.0003
H  -1.683  1.531  -3.454  0.0001
H  1.762  1.775  -1.221  0.0001
H  3.114  2.437  -3.198  0.0004